Entry 1:
{
  "formula": "C20H22N6O3Pd",
  "method": "wB97M-V/def2-TZVPD",
  "species": ["Pd", "O", "C", "C", "C", "C", "C", "C", "C", "O", "N", "N", "C", "C", "C", "C", "C", "C", "C", "O", "H", "H", "H", "H", "H", "H", "H", "H", "H", "H", "C", "N", "C", "N", "C", "N", "C", "N", "C", "C", "H", "H", "H", "H", "H", "H", "H", "H", "H", "H", "H", "H"],
  "coordinates": [[-1.0529, -0.1692, 0.5011], [-1.8338, -3.2576, -2.5770], [-1.6169, -2.5859, -3.7310], [-1.7777, -3.2006, -4.9672], [-1.5797, -2.4925, -6.1374], [-1.2262, -1.1546, -6.0904], [-1.0717, -0.5353, -4.8637], [-1.2528, -1.2312, -3.6742], [-1.0829, -0.5837, -2.3533], [-0.6063, -1.2451, -1.3811], [-1.4219, 0.6984, -2.2757], [-1.5737, 1.2037, -1.0707], [-1.4113, 2.4495, -0.7332], [-1.7612, 3.0004, 0.5509], [-1.6023, 4.3841, 0.7329], [-1.9189, 5.0164, 1.9108], [-2.4485, 4.2842, 2.9728], [-2.6241, 2.9349, 2.8423], [-2.2478, 2.2274, 1.6700], [-2.3435, 0.9437, 1.6968], [-2.1346, -4.1562, -2.7608], [-2.0579, -4.2455, -5.0057], [-1.7097, -2.9890, -7.0855], [-1.0744, -0.6034, -7.0063], [-0.8000, 0.5044, -4.7963], [-1.0447, 3.1554, -1.4824], [-1.1991, 4.9694, -0.0811], [-1.7673, 6.0780, 2.0159], [-2.7147, 4.7788, 3.8958], [-3.0244, 2.3427, 3.6508], [2.2087, -0.3961, 0.4810], [3.4308, -0.7628, 1.1764], [3.3215, -2.1501, 1.6150], [2.1791, -2.3457, 2.5016], [0.9698, -1.9661, 1.7891], [1.0350, -0.5559, 1.3558], [1.2210, 0.2981, 2.5443], [2.4320, -0.0648, 3.2602], [3.5697, 0.0799, 2.3586], [2.3383, -1.4668, 3.6552], [2.0813, -1.0325, -0.4007], [2.2736, 0.6507, 0.1613], [4.2342, -2.4223, 2.1514], [3.2145, -2.7967, 0.7407], [0.1015, -2.1005, 2.4519], [0.8529, -2.6002, 0.9010], [0.3571, 0.1855, 3.2123], [1.2886, 1.3457, 2.2230], [4.4786, -0.2086, 2.8926], [3.6545, 1.1250, 2.0498], [1.4851, -1.5945, 4.3265], [3.2531, -1.7426, 4.1856]],
  "nbo_charge": [1.008, -0.662, 0.414, -0.324, -0.172, -0.257, -0.131, -0.216, 0.600, -0.713, -0.431, -0.243, 0.058, -0.170, -0.166, -0.282, -0.173, -0.291, 0.371, -0.704, 0.478, 0.204, 0.214, 0.215, 0.231, 0.198, 0.203, 0.211, 0.212, 0.217, -0.081, -0.460, -0.079, -0.465, -0.090, -0.515, -0.083, -0.463, -0.079, -0.080, 0.223, 0.208, 0.201, 0.203, 0.207, 0.221, 0.215, 0.213, 0.201, 0.201, 0.201, 0.201],
  "homo_energy_ev": [-7.3, -7.4],
  "gap_ev": [5.912, 6.220],
  "charge": 0
}



Entry 2:
{
  "formula": "C3H4OS2",
  "method": "wB97M-V/def2-TZVPD",
  "species": ["C", "S", "C", "O", "C", "S", "H", "H", "H", "H"],
  "coordinates": [[-1.1901, -0.9556, -1.1582], [-0.8483, 0.6810, -0.4652], [0.7476, 0.3123, 0.2291], [1.2976, -0.7474, 0.0300], [1.0140, 1.3218, 1.3577], [2.2214, 1.0135, 2.3843], [-2.0869, -0.8743, -1.7928], [-0.2411, -1.2795, -1.6764], [-1.3212, -1.6744, -0.3595], [0.4070, 2.2025, 1.4510]],
  "nbo_charge": [-0.751, 0.221, 0.335, -0.525, -0.408, 0.185, 0.236, 0.255, 0.231, 0.220],
  "smiles": "CSC(=O)C=S",
  "homo_energy_ev": -9.2,
  "gap_ev": 7.815,
  "charge": 0
}



Entry 3:
{
  "formula": "C9H32N16O11Zn2",
  "method": "wB97M-V/def2-TZVPD",
  "species": ["Zn", "Zn", "C", "O", "O", "O", "C", "O", "N", "N", "H", "H", "H", "H", "C", "O", "N", "N", "H", "H", "H", "H", "C", "O", "N", "N", "H", "H", "H", "H", "C", "O", "N", "N", "H", "H", "H", "H", "C", "O", "N", "N", "H", "H", "H", "H", "C", "O", "N", "N", "H", "H", "H", "H", "C", "O", "N", "N", "H", "H", "H", "H", "C", "O", "N", "N", "H", "H", "H", "H"],
  "coordinates": [[1.4622, 0.6723, -1.9547], [-3.3257, -0.6053, 0.5268], [-1.0332, -0.0314, -0.1476], [-1.7606, -0.8724, -0.7449], [0.0866, 0.2769, -0.5210], [-1.6521, 0.5729, 0.7955], [3.1151, -2.1541, -1.4253], [2.3541, -1.1687, -1.4215], [2.9797, -3.1844, -2.1153], [4.2695, -2.1226, -0.8456], [3.5080, -4.0395, -2.0163], [2.0792, -3.1659, -2.5723], [4.5380, -1.2281, -0.4609], [4.7919, -2.9710, -0.6805], [0.2893, 3.3397, -1.3364], [0.8194, 2.5157, -2.0458], [-0.4753, 2.9829, -0.3326], [0.3817, 4.6350, -1.4589], [-0.6752, 3.7566, 0.2851], [-0.4242, 2.0220, -0.0257], [0.0389, 5.2377, -0.7246], [1.1203, 4.9732, -2.0590], [-2.2522, -2.5324, 2.8542], [-2.6062, -1.8680, 1.8756], [-1.0644, -2.6766, 3.2844], [-3.1184, -2.9971, 3.6583], [-0.2986, -2.2553, 2.7782], [-0.8598, -3.2392, 4.0979], [-2.6156, -3.5140, 4.3655], [-4.1112, -2.9029, 3.4983], [2.9842, 1.8334, 0.5371], [2.6685, 1.4726, -0.5696], [4.1936, 2.1284, 0.9330], [2.0613, 1.9364, 1.4412], [4.9533, 2.2845, 0.2861], [4.1487, 2.3713, 1.9123], [2.3285, 2.0059, 2.4127], [1.1924, 1.5156, 1.1443], [1.3230, -2.9393, 1.1075], [2.0849, -3.6657, 1.6714], [0.3865, -3.2202, 0.2973], [1.3221, -1.6175, 1.3272], [-0.1506, -2.4523, -0.0794], [0.4214, -4.1691, -0.0468], [2.1235, -1.3183, 1.8641], [0.7370, -1.0309, 0.7496], [0.0226, -1.3776, -3.7156], [0.3455, -0.2297, -3.3567], [0.4175, -1.9801, -4.8089], [-0.6316, -2.2325, -2.9669], [0.3104, -2.9352, -5.1195], [0.8003, -1.3859, -5.5304], [-0.9221, -3.1163, -3.3601], [-1.0727, -1.8250, -2.1548], [-4.1899, 1.6115, -1.5746], [-4.3761, 0.8000, -0.7116], [-4.6692, 1.7670, -2.7809], [-3.3025, 2.5733, -1.4687], [-5.3220, 1.0363, -3.0259], [-4.2176, 2.3519, -3.4694], [-2.7383, 2.4626, -0.6383], [-3.1549, 3.2940, -2.1608], [-0.7000, 2.3590, 3.8142], [-0.6103, 3.0974, 4.7600], [-1.3577, 2.6695, 2.7641], [-0.0573, 1.2122, 3.5877], [-1.4618, 2.0013, 2.0139], [-1.8952, 3.5235, 2.8079], [0.0461, 0.9767, 2.6110], [0.3972, 0.7550, 4.3653]],
  "nbo_charge": [1.793, 1.783, 0.966, -0.913, -0.873, -0.939, 0.787, -0.833, -0.772, -0.789, 0.421, 0.404, 0.412, 0.409, 0.803, -0.797, -0.844, -0.793, 0.394, 0.428, 0.404, 0.423, 0.795, -0.879, -0.776, -0.761, 0.430, 0.409, 0.397, 0.429, 0.791, -0.802, -0.794, -0.811, 0.435, 0.401, 0.407, 0.407, 0.739, -0.657, -0.829, -0.889, 0.405, 0.414, 0.410, 0.399, 0.809, -0.817, -0.812, -0.824, 0.416, 0.414, 0.399, 0.440, 0.809, -0.797, -0.792, -0.812, 0.409, 0.416, 0.411, 0.406, 0.744, -0.636, -0.859, -0.869, 0.406, 0.407, 0.377, 0.414],
  "homo_energy_ev": -13.7,
  "gap_ev": 8.205,
  "charge": 2
}



Entry 4:
{
  "formula": "C5H14",
  "method": "wB97M-V/def2-TZVPD",
  "species": ["C", "C", "C", "H", "H", "H", "H", "H", "H", "H", "H", "C", "C", "H", "H", "H", "H", "H", "H"],
  "coordinates": [[1.4575, -0.6764, 0.0318], [0.1505, -1.2851, -0.2269], [0.5235, -2.6273, -0.8047], [2.2732, -1.4300, 0.0118], [1.6213, -0.2186, 1.0827], [1.7081, 0.0596, -0.6503], [-0.4098, -1.3915, 0.6430], [-0.4049, -0.7252, -0.9107], [-0.3080, -3.2725, -0.9809], [1.0265, -2.4664, -1.7366], [1.3068, -3.0614, -0.1634], [-1.0357, 1.4973, 0.6714], [-1.1746, 2.9538, 0.2539], [-0.5427, 0.8404, -0.0534], [-0.4229, 1.5058, 1.6023], [-1.8505, 0.9124, 0.9672], [-0.3562, 3.1883, -0.5848], [-0.8906, 3.6191, 1.1394], [-2.2773, 3.2659, 0.0811]],
  "nbo_charge": [-0.602, -0.421, -0.582, 0.200, 0.206, 0.206, 0.200, 0.198, 0.202, 0.198, 0.196, -0.629, -0.626, 0.209, 0.202, 0.208, 0.215, 0.205, 0.215],
  "smiles": "CCC.CC",
  "homo_energy_ev": -11.1,
  "gap_ev": 12.191,
  "charge": 0
}



Entry 5:
{
  "formula": "C16H50O17",
  "method": "wB97M-V/def2-TZVPD",
  "species": ["O", "C", "C", "O", "H", "H", "H", "H", "H", "H", "O", "C", "C", "O", "H", "H", "H", "H", "H", "H", "O", "C", "C", "O", "H", "H", "H", "H", "H", "H", "O", "C", "C", "O", "H", "H", "H", "H", "H", "H", "O", "C", "C", "O", "H", "H", "H", "H", "H", "H", "O", "C", "C", "O", "H", "H", "H", "H", "H", "H", "O", "C", "C", "O", "H", "H", "H", "H", "H", "H", "O", "C", "C", "O", "H", "H", "H", "H", "H", "H", "O", "H", "H"],
  "coordinates": [[-2.6314, 0.5146, -3.0931], [-3.5214, -0.4954, -2.6431], [-3.4604, -0.6114, -1.1511], [-2.1414, -0.9354, -0.6891], [-2.4044, 0.3516, -4.0151], [-4.5714, -0.1414, -2.8841], [-3.4784, -1.5194, -2.9861], [-4.2064, -1.2904, -0.7481], [-3.7514, 0.3536, -0.7201], [-1.7244, -1.4274, -1.4301], [1.6186, -1.4274, -4.3271], [0.5356, -1.3884, -3.5141], [-0.2204, -2.7284, -3.6941], [-1.1654, -2.7934, -2.6021], [2.1396, -0.7204, -3.9931], [0.9436, -1.4494, -2.5431], [-0.1034, -0.4464, -3.5821], [0.4386, -3.5794, -3.6661], [-0.5214, -2.8224, -4.6181], [-0.8444, -3.1434, -1.8121], [-3.0104, -2.4204, 1.3569], [-3.4214, -1.8514, 2.5909], [-4.5744, -0.8494, 2.4499], [-5.2024, -0.7094, 3.7109], [-2.5274, -1.8674, 0.7349], [-3.6664, -2.6834, 3.2679], [-2.4944, -1.3004, 2.9289], [-5.3444, -1.2744, 1.8109], [-4.2884, 0.1426, 2.0339], [-5.6714, -1.5354, 3.8529], [1.5906, -2.1524, 0.6589], [2.4906, -1.9434, -0.3721], [2.7116, -3.2184, -1.1161], [3.9446, -3.2224, -1.7031], [1.2676, -1.3014, 0.9169], [2.3966, -1.1464, -1.0781], [3.4406, -1.7444, 0.0269], [1.9516, -3.3194, -1.9071], [2.5656, -4.1084, -0.5091], [3.9546, -3.8424, -2.4431], [-1.4784, 1.9846, 3.9999], [-1.3204, 1.9576, 2.6149], [-1.7034, 3.3516, 2.1819], [-1.1364, 3.6676, 0.9249], [-1.7274, 1.0776, 4.2919], [-0.2444, 1.7636, 2.5059], [-1.9324, 1.2086, 1.9799], [-1.1804, 3.9366, 2.8439], [-2.7794, 3.4746, 2.2059], [-1.1204, 2.8806, 0.3729], [5.1086, 0.3576, -1.3521], [5.2446, 1.4666, -0.4991], [3.9286, 1.5106, 0.3869], [4.1666, 2.2296, 1.5699], [6.0026, 0.2566, -1.6311], [6.0916, 1.4086, 0.1709], [5.2066, 2.3726, -1.1311], [3.6076, 0.6076, 0.7299], [3.1266, 2.0086, -0.1181], [3.4146, 2.7296, 1.8449], [-0.7924, 1.7946, -1.4621], [0.1806, 2.5476, -2.1611], [-0.2554, 4.0206, -2.4621], [0.8016, 4.8406, -2.8361], [-1.3444, 1.2506, -2.0321], [1.1086, 2.5666, -1.6041], [0.4456, 1.9986, -3.0151], [-0.6444, 4.5146, -1.6321], [-1.0264, 4.0916, -3.2931], [1.4466, 4.9586, -2.1581], [-0.1894, -1.9964, 3.0869], [0.5946, -1.1294, 3.9029], [1.7616, -0.4624, 3.2769], [2.3816, 0.3286, 4.1939], [0.2066, -2.7694, 2.8559], [-0.0804, -0.2974, 4.2539], [0.9176, -1.7404, 4.7749], [1.4536, 0.0486, 2.4029], [2.4086, -1.3204, 2.8639], [1.8826, 1.1166, 4.3309], [0.3836, 0.3726, 0.3829], [-0.2604, -0.2074, -0.0951], [0.3036, 1.2716, 0.0349]],
  "mulliken_charge": [-0.556, -0.692, -0.544, 0.050, 0.278, 0.368, 0.311, 0.400, 0.306, 0.037, -0.602, 1.921, -1.212, -0.643, 0.377, -1.297, -0.053, 0.408, 0.644, 0.290, -0.530, 0.308, -0.291, -0.568, 0.387, 0.371, -0.293, 0.264, 0.084, 0.341, -0.475, -0.005, -0.068, -0.525, -0.227, 0.206, 0.427, -0.256, 0.343, 0.338, -0.690, 0.488, -0.670, -0.536, 0.383, -0.119, 0.016, 0.494, 0.242, 0.307, -0.423, -0.583, 0.899, -0.625, 0.266, 0.397, 0.258, -0.001, -0.473, 0.316, -0.223, 0.424, -0.479, -0.576, 0.059, -0.392, 0.375, 0.301, 0.228, 0.304, -0.341, -0.192, 0.570, -0.592, 0.247, -0.072, 0.354, -0.536, 0.345, 0.369, 0.624, -0.102, -0.268],
  "smiles": "OCCO.OCCO.OCCO.OCCO.OCCO.OCCO.OCCO.OCCO.O",
  "homo_energy_ev": -9.5,
  "gap_ev": 9.594,
  "charge": 0
}



Entry 6:
{
  "formula": "C4H11N3O2",
  "method": "wB97M-V/def2-TZVPD",
  "species": ["C", "N", "C", "N", "N", "H", "H", "H", "H", "H", "H", "H", "C", "C", "O", "O", "H", "H", "H", "H"],
  "coordinates": [[-0.0628, 0.9517, 2.3286], [-0.7407, 0.0249, 1.4579], [-1.5356, 0.4925, 0.5822], [-2.3079, -0.4121, -0.1232], [-1.8211, 1.8295, 0.3752], [0.8557, 1.3370, 1.8892], [0.1140, 0.5228, 3.3050], [-0.5639, 1.9088, 2.5393], [-1.9955, -1.3632, 0.0039], [-2.6227, -0.2282, -1.0733], [-2.1237, 2.3005, 1.2149], [-2.3874, 2.0775, -0.4247], [2.2570, -1.9250, -1.9974], [1.4808, -0.7568, -1.4409], [0.4285, -0.4219, -1.9058], [2.1120, -0.0928, -0.4645], [1.6901, -2.8351, -1.8509], [3.2571, -2.0379, -1.5888], [2.4327, -1.6629, -3.0345], [1.5335, 0.2907, 0.2078]],
  "nbo_charge": [-0.430, -0.575, 0.590, -0.816, -0.859, 0.172, 0.203, 0.163, 0.395, 0.384, 0.389, 0.385, -0.726, 0.806, -0.596, -0.707, 0.242, 0.227, 0.238, 0.513],
  "smiles": "CN=C(N)N.CC(=O)O",
  "homo_energy_ev": -8.8,
  "gap_ev": 9.626,
  "charge": 0
}



Entry 7:
{
  "formula": "C19H19BrN4O2Re",
  "method": "wB97M-V/def2-TZVPD",
  "species": ["N", "C", "C", "H", "H", "H", "N", "C", "C", "H", "H", "H", "N", "C", "C", "H", "H", "H", "Re", "C", "O", "C", "O", "C", "C", "C", "C", "C", "C", "H", "H", "H", "H", "H", "H", "Br", "C", "C", "C", "C", "N", "C", "H", "H", "H", "H"],
  "coordinates": [[-1.2216, 0.0776, -1.6365], [-2.0174, 0.5147, -2.3703], [-3.0945, 0.7863, -3.2780], [-3.1406, -0.0319, -3.9920], [-2.9286, 1.7135, -3.8220], [-4.0411, 0.8436, -2.7481], [0.8225, 2.4290, 1.3939], [1.2740, 3.4254, 1.8087], [1.3164, 4.3861, 2.8336], [1.2673, 5.3754, 2.4037], [2.2425, 4.2730, 3.3823], [0.4565, 4.2060, 3.4739], [1.1504, -1.6198, -0.2278], [2.0160, -2.3410, 0.0882], [2.8880, -3.4279, 0.4176], [2.8936, -3.6271, 1.4859], [3.9056, -3.2227, 0.0894], [2.5274, -4.3124, -0.1033], [0.5956, 1.0755, 0.2216], [0.5683, 0.0490, 1.8922], [0.4846, -0.3534, 2.9983], [-1.2744, 1.3278, 0.8035], [-2.2857, 1.5945, 1.3389], [0.7046, 2.1056, -1.9570], [1.0735, 0.8315, -2.4056], [2.0833, 0.1259, -1.7838], [2.7665, 0.6633, -0.6838], [2.5408, 2.0000, -0.3516], [1.4932, 2.7250, -0.9876], [-0.1333, 2.6497, -2.3863], [0.5325, 0.3609, -3.2110], [2.3113, -0.8688, -2.1308], [3.5172, 0.0980, -0.1369], [3.1618, 2.4469, 0.3976], [1.2778, 3.7447, -0.7372], [-0.9587, -5.2382, 2.1124], [-1.7575, -3.6813, 1.4056], [-3.0511, -3.6652, 0.8591], [-3.5412, -2.4697, 0.3199], [-2.6994, -1.3372, 0.3613], [-1.4954, -1.3553, 0.9154], [-1.0029, -2.4857, 1.4058], [-3.6282, -4.5721, 0.8785], [-4.5369, -2.3534, -0.1211], [-3.0590, -0.3851, -0.0539], [-0.0034, -2.4806, 1.8375]],
  "mulliken_spin": [0.047, 0.024, -0.001, 0.001, 0.002, -0.001, -0.160, 0.276, 0.006, 0.013, 0.020, 0.013, 0.041, 0.028, 0.000, 0.000, 0.001, 0.001, 1.366, -0.045, 0.044, -0.045, 0.040, 0.024, 0.113, 0.115, 0.016, 0.017, 0.011, -0.002, 0.006, 0.006, -0.002, -0.010, -0.009, 0.433, 0.166, 0.025, -0.019, 0.201, -0.014, 0.213, 0.000, 0.001, 0.027, 0.013],
  "homo_energy_ev": [-21.8, -22.4],
  "gap_ev": [8.698, 6.390],
  "spin_multiplicity": 4,
  "s2": 3.79,
  "charge": 4
}



Entry 8:
{
  "formula": "C4H5PS",
  "method": "wB97M-V/def2-TZVPD",
  "species": ["C", "C", "C", "C", "P", "S", "H", "H", "H", "H", "H"],
  "coordinates": [[0.2382, 1.3106, 0.1275], [1.1524, -1.2992, -0.1425], [-0.8380, 2.2308, 0.4317], [-0.1005, -1.9860, -0.3338], [0.9404, 2.7836, -0.1487], [2.6938, -1.4316, 0.0297], [-1.6529, 2.3738, -0.2698], [-1.1030, 2.4461, 1.4618], [0.0111, -3.0737, -0.3732], [-0.5584, -1.6324, -1.2590], [-0.7831, -1.7221, 0.4762]],
  "nbo_charge": [-0.387, -0.054, -0.627, -0.755, 0.462, 0.214, 0.196, 0.198, 0.224, 0.265, 0.265],
  "homo_energy_ev": [-7.1, -8.0],
  "gap_ev": [6.337, 8.046],
  "charge": 0
}